The following is a DFT calculation (ωB97M-V/def2-TZVPD) of a structure of composition C13H17N5O11V at a distorted geometry.

Computed properties:
- 2S+1 = 2
- total charge = -2
- highest occupied orbital energy (alpha / beta) (eV) = -3.00 / -3.01
- total energy (eV) = -69409.6773
- energy relative to the best compared isomer or geometry (same formula, charge and spin) (kJ/mol) = 0.0
- lowest unoccupied orbital energy (alpha / beta) (eV) = 4.87 / 4.87

Positions of all 47 atoms, in Å:
O 2.1172 21.0736 16.5732
V 1.5386 20.5619 17.9351
C 3.1724 21.6860 20.9870
C 3.0712 22.4784 19.6669
C 4.3294 22.2229 18.8328
O 1.8469 22.3567 19.0158
H 2.2743 21.3986 21.5289
H 3.7671 22.2744 21.7042
H 3.7988 20.8022 20.8191
H 3.1212 23.5524 19.9341
H 5.1968 22.7580 19.2392
H 4.2434 22.5260 17.7874
H 4.6031 21.1638 18.8294
N -1.5937 21.8901 18.0927
O -2.6216 21.2392 17.9273
O -1.5358 22.8638 18.8455
O -0.5302 21.5872 17.4441
N 3.6544 18.2495 19.0910
O 4.2910 18.4868 20.1316
O 3.1291 19.2144 18.4459
O 3.5164 17.1057 18.6676
N 0.6991 17.4259 16.3316
O 0.5184 16.5784 17.2166
O 0.9364 18.6193 16.6470
O 0.6324 17.1164 15.1282
N 0.3806 19.4598 19.4682
C 0.8616 19.0891 20.6542
C 0.0866 18.7096 21.7305
C -1.2698 18.5009 21.5145
C -1.7805 18.7597 20.2583
C -0.9236 19.2014 19.2815
H 1.8909 19.3591 20.8618
H 0.4938 18.4941 22.7068
H -1.9034 18.2886 22.3691
H -2.8176 18.5922 20.0048
H -1.2653 19.3620 18.2666
N 4.0053 20.3207 14.3726
C 4.0456 21.5720 13.9418
C 3.0751 22.0954 13.0985
C 1.9924 21.3124 12.7149
C 1.9820 19.9874 13.1392
C 2.9640 19.5756 14.0266
H 4.8276 22.2418 14.2853
H 3.0743 23.1319 12.7762
H 1.2317 21.6571 12.0265
H 1.1267 19.3646 12.9134
H 2.8307 18.6164 14.5164

Atoms 1-3, force components in eV/Å:
O -0.349 -0.468 0.625
V 0.512 2.324 -0.718
C 1.454 0.026 0.364